<w>
Formula: C6H14NS
Source: the Open Molecules 2025 dataset
Level of theory: ωB97M-V with the def2-TZVPD basis set

Geometry (Å):
C1 -1.222 1.084 0.715
C2 -2.150 1.222 -0.465
S1 -3.674 0.242 -0.312
C3 -0.884 -0.424 1.014
N1 0.811 -0.426 0.507
C4 3.294 1.431 -0.794
C5 -0.207 -1.157 -0.089
C6 -0.090 -2.643 0.010
H1 -0.244 1.601 0.614
H2 -1.774 1.466 1.609
H3 -1.605 0.966 -1.410
H4 -2.428 2.279 -0.616
H5 -0.502 -0.531 2.057
H6 -1.926 -0.995 1.141
H7 4.035 0.968 -0.188
H8 3.557 1.287 -1.850
H9 3.262 2.530 -0.569
H10 2.407 0.936 -0.548
H11 -0.600 -0.824 -1.069
H12 0.475 -3.026 -0.821
H13 -1.085 -3.125 0.102
H14 0.550 -2.861 0.960

- Total charge: -1
- Multiplicity: 1
- HOMO level: -2.807 eV



<x>
Formula: C6H14NS
Source: the Open Molecules 2025 dataset
Level of theory: ωB97M-V with the def2-TZVPD basis set

Geometry (Å):
C1 -0.130 -1.515 2.029
C2 -0.867 -1.588 0.709
C3 -0.557 -2.984 -1.157
N1 -0.013 -2.122 -0.345
H1 -0.787 -1.022 2.793
H2 0.171 -2.536 2.436
H3 0.718 -0.885 1.894
H4 -1.092 -0.526 0.432
H5 -1.814 -2.172 0.802
H6 -1.593 -3.373 -1.056
H7 0.049 -3.367 -1.990
C4 1.821 2.170 -0.584
C5 0.500 1.649 -1.154
C6 -0.705 2.165 -0.351
S1 -0.675 1.566 1.378
H8 1.900 3.258 -0.663
H9 2.691 1.754 -1.088
H10 1.850 1.896 0.507
H11 0.397 1.953 -2.215
H12 0.481 0.564 -1.130
H13 -1.628 1.827 -0.863
H14 -0.717 3.288 -0.383

- Total charge: -1
- Multiplicity: 1
- HOMO level: -2.399 eV



Verdict on stability: <w> comes out at the bottom.



<w>
Formula: C5H12NO
Source: the Open Molecules 2025 dataset
Level of theory: ωB97M-V with the def2-TZVPD basis set

Geometry (Å):
C1 -0.751 0.926 1.547
C2 0.168 -0.273 1.330
C3 -0.320 -1.096 0.158
C4 -0.860 -2.291 0.334
C5 0.621 -0.187 -1.956
N1 -0.326 -0.442 -1.133
H1 -1.641 0.718 2.190
H2 -0.365 1.686 2.229
H3 -1.266 1.257 0.665
H4 1.224 0.025 1.267
H5 0.163 -0.915 2.213
H6 -0.831 -2.823 1.272
H7 -1.422 -2.822 -0.411
H8 0.297 0.224 -2.898
H9 1.629 -0.426 -1.648
H10 -1.261 -0.273 -1.495
H11 1.101 2.445 -0.712
H12 2.078 2.406 -1.847
O1 1.760 1.861 -1.104

- Total charge: +1
- Multiplicity: 1
- HOMO level: -14.393 eV



<x>
Formula: C5H12NO
Source: the Open Molecules 2025 dataset
Level of theory: ωB97M-V with the def2-TZVPD basis set

Geometry (Å):
C1 0.552 1.300 1.157
C2 1.222 0.945 0.043
O1 1.437 -0.434 -0.251
C3 1.795 1.912 -1.000
H1 0.714 2.307 1.437
H2 0.216 0.632 2.009
H3 1.879 -0.438 -1.104
H4 1.492 2.926 -0.676
H5 2.902 1.893 -1.181
H6 1.211 1.609 -1.941
C4 -1.858 -0.733 -0.676
C5 -1.329 -2.310 1.132
N1 -0.938 -1.463 0.261
H7 -1.553 -0.894 -1.717
H8 -1.854 0.342 -0.386
H9 -2.907 -1.081 -0.511
H10 -2.381 -2.684 1.281
H11 -0.695 -2.735 1.905
H12 0.094 -1.095 0.215

- Total charge: +1
- Multiplicity: 1
- HOMO level: -13.165 eV



<y>
Formula: C5H12NO
Source: the Open Molecules 2025 dataset
Level of theory: ωB97M-V with the def2-TZVPD basis set

Geometry (Å):
C1 -0.215 1.182 -0.529
C2 -2.077 0.508 -0.265
C3 -0.640 -0.726 0.855
C4 1.625 0.205 0.947
C5 0.792 -0.867 -1.030
N1 0.394 0.008 0.070
O1 -1.738 -0.819 -0.017
H1 -0.045 1.266 -1.655
H2 -0.108 2.005 0.093
H3 -2.634 1.076 0.441
H4 -2.425 0.511 -1.277
H5 -0.276 -1.667 1.159
H6 -1.025 -0.220 1.738
H7 2.031 -0.777 1.183
H8 2.471 0.939 0.474
H9 1.288 0.477 1.887
H10 0.901 -1.794 -0.651
H11 0.014 -0.742 -1.880
H12 1.666 -0.566 -1.544

- Total charge: +1
- Multiplicity: 1
- HOMO level: -14.787 eV



<z>
Formula: C5H12NO
Source: the Open Molecules 2025 dataset
Level of theory: ωB97M-V with the def2-TZVPD basis set

Geometry (Å):
C1 -2.636 0.312 -0.165
C2 -1.100 0.804 -0.195
N1 -0.085 -0.246 -0.163
C3 0.226 -0.967 1.056
C4 1.221 0.021 0.325
C5 2.207 -0.549 -0.630
O1 1.395 1.269 0.843
H1 -2.651 -0.533 -0.938
H2 -2.934 -0.255 0.780
H3 -3.257 1.161 -0.411
H4 -0.777 1.562 0.460
H5 -0.962 1.170 -1.217
H6 -0.094 -0.850 -0.998
H7 0.399 -2.052 1.025
H8 -0.326 -0.598 1.967
H9 1.660 -1.490 -0.985
H10 3.149 -0.705 -0.020
H11 2.363 0.171 -1.466
H12 2.201 1.776 0.734

- Total charge: +1
- SMILES: CC[N@@H+]1C[C@]1(C)O
- Multiplicity: 1
- HOMO level: -15.220 eV



Verdict on stability: <y> comes out at the bottom.



<w>
Formula: C5H12NO
Source: the Open Molecules 2025 dataset
Level of theory: ωB97M-V with the def2-TZVPD basis set

Geometry (Å):
C1 -1.397 0.659 1.234
O1 -1.736 -0.385 0.175
C2 -0.231 1.544 0.802
C3 1.156 0.881 0.836
C4 1.296 -0.417 0.056
C5 0.925 -0.466 -1.229
N1 0.461 -1.631 -1.901
H1 -1.060 0.130 2.120
H2 -2.320 1.232 1.245
H3 -2.233 -1.097 0.616
H4 -0.221 2.498 1.300
H5 -0.474 1.879 -0.215
H6 1.485 0.715 1.860
H7 1.877 1.609 0.445
H8 1.403 -1.339 0.617
H9 0.795 0.420 -1.837
H10 0.638 -1.571 -2.901
H11 0.881 -2.512 -1.623
H12 -0.879 -0.692 -0.253

- Total charge: +1
- Multiplicity: 1
- HOMO level: -12.787 eV



<x>
Formula: C5H12NO
Source: the Open Molecules 2025 dataset
Level of theory: ωB97M-V with the def2-TZVPD basis set

Geometry (Å):
C1 -1.067 -2.351 -0.948
C2 -1.994 -1.152 -1.211
C3 -1.422 0.171 -0.637
C4 -0.229 0.271 -0.030
N1 0.025 1.387 0.881
C5 0.548 1.326 2.057
H1 -0.186 -2.463 -1.574
H2 -0.863 -2.590 0.127
H3 -1.705 -3.238 -1.236
H4 -2.247 -1.042 -2.286
H5 -2.953 -1.196 -0.675
H6 -2.119 0.969 -0.749
H7 0.744 -0.393 0.117
H8 -0.723 2.101 0.895
H9 1.060 0.368 2.140
H10 0.626 2.177 2.762
H11 2.967 -0.185 0.216
H12 3.781 1.035 0.510
O1 3.306 0.604 -0.219

- Total charge: +1
- Multiplicity: 1
- HOMO level: -14.448 eV



<y>
Formula: C5H12NO
Source: the Open Molecules 2025 dataset
Level of theory: ωB97M-V with the def2-TZVPD basis set

Geometry (Å):
C1 0.974 -1.235 -1.101
C2 0.871 0.283 -0.828
C3 -0.528 0.760 -0.997
C4 -1.163 1.108 -2.106
C5 -1.099 0.024 1.261
N1 -1.369 0.630 0.184
H1 0.011 -1.727 -0.964
H2 1.183 -1.350 -2.168
H3 1.772 -1.720 -0.550
H4 1.238 0.652 0.130
H5 1.515 0.803 -1.537
H6 -0.567 1.285 -2.989
H7 -2.210 1.359 -2.186
H8 -1.744 0.142 2.120
H9 -0.095 -0.347 1.426
H10 -2.211 1.200 0.125
H11 2.528 -1.170 2.717
H12 1.321 -0.949 3.586
O1 1.605 -0.899 2.665

- Total charge: +1
- Multiplicity: 1
- HOMO level: -14.479 eV



<z>
Formula: C5H12NO
Source: the Open Molecules 2025 dataset
Level of theory: ωB97M-V with the def2-TZVPD basis set

Geometry (Å):
C1 -2.027 -0.237 -1.426
C2 -1.607 0.731 -0.611
C3 1.119 -1.078 -0.772
C4 1.695 -0.135 1.301
C5 -1.127 0.407 0.636
N1 1.082 0.132 0.085
O1 -0.880 1.422 1.468
H1 -2.468 -0.011 -2.330
H2 -2.164 -1.254 -1.207
H3 -1.545 1.789 -0.863
H4 0.216 -1.079 -1.509
H5 1.956 -0.896 -1.334
H6 1.140 -1.896 -0.149
H7 1.051 -0.799 1.864
H8 2.650 -0.600 1.132
H9 1.860 0.654 1.942
H10 -1.217 -0.528 1.123
H11 1.263 1.099 -0.332
H12 -0.997 2.280 0.980

- Total charge: +1
- Multiplicity: 1
- HOMO level (alpha / beta): -13.616 / -13.615 eV



Verdict on stability: <z> comes out at the bottom.



<w>
Formula: C2H3N2O2
Source: the Open Molecules 2025 dataset
Level of theory: ωB97M-V with the def2-TZVPD basis set

Geometry (Å):
C1 -2.438 -0.262 -0.210
C2 1.075 0.063 0.308
N1 0.064 -0.305 0.805
N2 1.951 0.520 -0.573
O1 -2.314 -0.995 0.633
O2 -0.707 -0.761 1.700
H1 -2.083 0.374 -1.022
H2 1.776 1.524 -0.705
H3 2.676 -0.159 -0.936

- Total charge: +1
- Multiplicity: 1
- HOMO level (alpha / beta): -13.663 / -13.658 eV



<x>
Formula: C2H3N2O2
Source: the Open Molecules 2025 dataset
Level of theory: ωB97M-V with the def2-TZVPD basis set

Geometry (Å):
C1 0.455 0.428 -0.079
C2 -4.134 0.028 0.110
N1 1.447 0.809 0.391
N2 -0.370 -0.031 -0.862
O1 -5.196 0.364 -0.166
O2 -3.122 -0.332 0.500
H1 1.918 0.958 1.268
H2 -0.661 -0.944 -0.984
H3 -1.119 0.579 -1.204

- Total charge: +1
- Multiplicity: 1
- HOMO level: -16.543 eV



Verdict on stability: <w> comes out at the bottom.